Formula: C22H35F6N3
Source: the Open Molecules 2025 dataset
Level of theory: ωB97M-V with the def2-TZVPD basis set

Computed properties:
LUMO   0.54 eV
Total charge   0
Molecular weight   455.531 Da
HOMO level   -8.46 eV

Element x y z (Å)
C1 2.94636 0.53188 2.92529
C2 1.76478 0.05642 2.08871
C3 0.63750 1.08898 2.05466
H1 0.08003 1.06645 2.99316
H2 1.07508 2.08627 1.97012
C4 -0.34967 0.87354 0.89606
N1 0.34032 0.76243 -0.37885
H3 -0.34827 0.48841 -1.07974
C5 0.99923 1.95950 -0.85227
H4 0.29356 2.74244 -1.18086
C6 1.92863 1.59282 -2.02398
C7 2.93278 0.61028 -1.51371
C8 4.10349 1.04432 -0.90653
C9 4.96405 0.13469 -0.30808
C10 4.68140 -1.22267 -0.30701
C11 3.51428 -1.65113 -0.92254
C12 2.64384 -0.74906 -1.51671
H5 1.73246 -1.10326 -1.97088
C13 3.15133 -3.11032 -0.88930
F1 2.39030 -3.41161 0.17958
F2 2.44769 -3.49091 -1.96685
F3 4.22175 -3.91397 -0.82795
H6 5.34910 -1.92677 0.16438
C14 6.22429 0.64162 0.33689
F4 7.20254 0.84960 -0.56622
F5 6.72467 -0.20071 1.24823
F6 6.04073 1.81719 0.95987
H7 4.34199 2.09741 -0.88195
H8 2.41756 2.49418 -2.39366
H9 1.33615 1.15093 -2.82511
H10 1.60836 2.37463 -0.04710
H11 -1.05137 1.73318 0.89609
C15 -1.15899 -0.42283 1.13552
N2 -2.12969 -0.80723 0.13882
H12 -1.67229 -1.03674 -0.73327
C16 -3.27840 0.05601 -0.09346
C17 -3.33472 0.45676 -1.57433
N3 -2.16163 1.22871 -1.95280
H13 -2.16526 2.10025 -1.42754
C18 -2.11519 1.52750 -3.37085
H14 -2.01941 0.59175 -3.92307
H15 -3.01102 2.05025 -3.73603
H16 -1.24234 2.14568 -3.57650
H17 -3.33922 -0.45598 -2.17993
H18 -4.26758 1.00129 -1.79006
C19 -4.61145 -0.63274 0.30740
C20 -5.69319 0.42458 0.53794
H19 -5.80817 1.08017 -0.32169
H20 -5.44248 1.03566 1.40315
H21 -6.65272 -0.05216 0.72421
C21 -4.48214 -1.50253 1.56636
C22 -3.95665 -2.90403 1.28296
H22 -3.89295 -3.47448 2.20693
H23 -4.62597 -3.42796 0.60372
H24 -2.97126 -2.84909 0.83301
H25 -3.83128 -1.00477 2.28506
H26 -5.47012 -1.58934 2.02556
H27 -4.92239 -1.27921 -0.51960
H28 -3.18033 0.96384 0.51813
H29 -0.45255 -1.25148 1.21009
H30 -1.67506 -0.32536 2.09398
H31 1.39407 -0.88378 2.49786
H32 2.09202 -0.13085 1.06666
H33 3.37857 1.43836 2.50545
H34 3.72121 -0.23074 2.95707
H35 2.63362 0.74372 3.94547

=====

Formula: C81H171N9O9
Source: the Open Molecules 2025 dataset
Level of theory: ωB97M-V with the def2-TZVPD basis set

Computed properties:
LUMO   0.21 eV
Total charge   0
Molecular weight   1415.313 Da
HOMO level   -7.90 eV

Element x y z (Å)
C1 -6.16354 3.82501 6.18648
C2 -6.15672 5.33942 6.16161
C3 -5.96703 5.60103 4.59038
C4 -7.31038 5.37439 3.76192
C5 -8.29159 6.35753 4.44350
C6 -8.62111 6.15060 6.03677
N1 -7.37258 5.92614 6.74408
O1 -7.56151 5.60018 8.10145
C7 -9.22328 7.55289 6.36023
C8 -9.65235 5.02026 6.15704
C9 -4.86900 6.00088 6.85968
H1 -6.08998 3.56773 7.24313
H2 -5.22435 3.43385 5.79530
H3 -7.17879 3.50819 5.94777
H4 -5.68184 6.59505 4.24587
H5 -5.26206 4.95397 4.06841
H6 -7.54408 4.31530 3.87058
H7 -7.12413 5.64883 2.72361
H8 -9.20202 6.11976 3.89333
H9 -7.92161 7.34686 4.17436
H10 -9.64414 7.59980 7.36461
H11 -8.56513 8.42066 6.40392
H12 -10.04943 7.74614 5.67595
H13 -10.42258 5.08309 5.38834
H14 -9.13058 4.06510 6.09772
H15 -10.22107 5.11570 7.08200
H16 -4.54685 7.03176 6.71269
H17 -3.98465 5.56266 6.39708
H18 -4.82707 5.74356 7.91804
H19 -6.94769 6.19804 8.53434
C10 3.52897 10.40414 -2.59971
C11 4.33293 10.49858 -3.96227
C12 3.22927 10.91248 -4.96195
C13 3.68593 11.84122 -6.17150
C14 4.63412 12.94809 -5.70828
C15 5.83600 12.51653 -4.92355
N2 5.31782 11.67023 -3.79572
O2 6.30954 11.38287 -2.87088
C16 6.73422 11.74310 -5.88664
C17 6.49046 13.83950 -4.42716
C18 5.03704 9.20486 -4.35510
H20 4.17754 10.26258 -1.73518
H21 2.76451 9.64352 -2.75834
H22 2.94411 11.30360 -2.40732
H23 2.80069 9.99374 -5.36237
H24 2.35811 11.42041 -4.54819
H25 2.86502 12.27303 -6.74399
H26 4.18993 11.15100 -6.84803
H27 4.03834 13.55397 -5.02560
H28 4.92135 13.65369 -6.48784
H29 7.26650 12.43664 -6.53763
H30 7.47747 11.33511 -5.20163
H31 6.24210 10.94906 -6.44824
H32 5.85654 14.48268 -3.81678
H33 7.37344 13.64821 -3.81736
H34 6.80840 14.36864 -5.32551
H35 5.59665 9.33731 -5.28106
H36 4.31686 8.39398 -4.46427
H37 5.78418 8.84849 -3.64596
H38 5.85472 11.73342 -2.10156
C19 -1.50536 -6.89903 7.65432
C20 -0.79725 -8.32119 7.82388
C21 0.59031 -7.92412 8.24718
C22 1.33839 -9.05905 8.87767
C23 0.59562 -9.78584 9.91224
C24 -0.74895 -10.38131 9.58763
N3 -1.41457 -9.14462 8.92807
O3 -2.69825 -9.43373 8.62729
C25 -0.67357 -11.68060 8.70474
C26 -1.40718 -10.83946 10.85730
C27 -0.74957 -9.01190 6.41005
H39 -1.63346 -6.35729 8.59145
H40 -2.43051 -7.05541 7.09956
H41 -0.96912 -6.21940 6.99201
H42 1.25141 -7.57599 7.45355
H43 0.65891 -7.12823 8.98877
H44 2.20477 -8.57948 9.33319
H45 1.58588 -9.75830 8.07899
H46 0.37892 -9.07618 10.71069
H47 1.14040 -10.69137 10.17929
H48 -1.56103 -12.29372 8.54792
H49 -0.29994 -11.62096 7.68251
H50 0.03601 -12.36499 9.16970
H51 -1.69155 -9.97247 11.45360
H52 -2.29648 -11.41536 10.60124
H53 -0.79794 -11.52567 11.44555
H54 -0.38575 -8.45162 5.54876
H55 -1.72197 -9.42627 6.14390
H56 -0.00294 -9.75767 6.68293
H57 -3.21152 -8.88239 9.22242
C28 10.63554 5.66409 -1.79153
C29 11.54702 5.32903 -2.95777
C30 11.71084 6.55175 -3.88493
C31 12.78279 7.53290 -3.37573
C32 14.03423 6.81399 -3.23717
C33 13.92530 5.61666 -2.22705
N4 12.80625 4.73035 -2.49671
O4 12.80413 3.60493 -1.70189
C34 15.26007 4.86226 -2.44578
C35 13.93670 6.17839 -0.85647
C36 10.66352 4.30183 -3.82022
H58 10.73861 6.74616 -1.71026
H59 10.99509 5.06752 -0.95312
H60 9.57554 5.42848 -1.88637
H61 11.94753 6.23682 -4.90124
H62 10.81018 7.16064 -3.80642
H63 12.55091 8.22389 -2.56525
H64 13.00515 8.25355 -4.16269
H65 14.69654 7.54932 -2.78031
H66 14.50056 6.37310 -4.11822
H67 15.43627 3.94619 -1.88198
H68 15.31702 4.55674 -3.49054
H69 16.13277 5.48754 -2.25730
H70 14.78893 6.84625 -0.73089
H71 12.94786 6.61102 -0.70439
H72 13.96101 5.43697 -0.05784
H73 11.07393 4.17965 -4.82259
H74 9.60393 4.54635 -3.89485
H75 10.80932 3.34778 -3.31362
H76 13.38292 2.98182 -2.14724
C37 5.57497 -5.49505 -0.75912
C38 5.79680 -7.02865 -0.54446
C39 7.36370 -7.21908 -0.42567
C40 8.02487 -6.86123 0.98008
C41 7.16884 -7.69122 2.00522
C42 5.64098 -7.30815 2.08962
N5 5.14551 -7.52799 0.67996
O5 3.79868 -7.56720 0.58489
C43 5.07159 -8.27668 3.20687
C44 5.47342 -5.87633 2.70499
C45 5.39963 -7.81371 -1.88403
H77 4.49638 -5.34046 -0.73002
H78 5.96645 -5.32269 -1.76168
H79 6.18279 -4.78012 -0.20456
H80 7.68336 -8.14695 -0.90000
H81 7.89154 -6.47822 -1.02617
H82 7.92109 -5.79086 1.15793
H83 9.08953 -7.09418 0.99832
H84 7.51138 -7.79490 3.03480
H85 7.12968 -8.73748 1.70207
H86 5.31165 -8.05325 4.24637
H87 4.00720 -8.15468 3.00612
H88 5.25649 -9.34976 3.15788
H89 6.26116 -5.74218 3.44631
H90 5.53621 -5.10209 1.94032
H91 4.59127 -5.64130 3.30054
H92 4.31905 -7.79138 -2.02525
H93 5.57732 -8.88108 -1.75271
H94 5.83524 -7.40196 -2.79442
H95 3.54530 -6.65913 0.40373
C46 -6.28377 -4.02595 -4.55420
C47 -6.70114 -4.08983 -3.07466
C48 -7.98302 -4.88598 -2.83269
C49 -7.87697 -6.25426 -3.19347
C50 -7.06951 -6.93543 -2.08493
C51 -5.70262 -6.38306 -2.18877
N6 -5.74549 -4.85325 -2.19883
O6 -4.43804 -4.40386 -2.29651
C52 -4.96536 -6.88602 -0.84969
C53 -4.83699 -6.97954 -3.30744
C54 -6.67525 -2.64716 -2.55311
H96 -5.22816 -3.79322 -4.69427
H97 -6.95098 -3.30661 -5.02903
H98 -6.51504 -4.94625 -5.09057
H99 -8.37405 -4.86847 -1.81539
H100 -8.73020 -4.43743 -3.48738
H101 -7.50942 -6.40937 -4.20784
H102 -8.85750 -6.72966 -3.21946
H103 -7.16488 -7.97788 -2.38872
H104 -7.65805 -6.78446 -1.17998
H105 -3.97127 -6.44080 -0.89047
H106 -5.70913 -6.50663 -0.14899
H107 -4.83576 -7.96586 -0.77727
H108 -3.80734 -6.63568 -3.20902
H109 -4.82635 -8.06678 -3.23072
H110 -5.21061 -6.74202 -4.30348
H111 -6.81602 -2.62737 -1.47242
H112 -7.42693 -1.94808 -2.91969
H113 -5.72955 -2.19690 -2.85482
H114 -4.18025 -4.42823 -1.37209
C55 2.07241 3.15644 -0.26191
C56 0.94212 2.12542 -0.33003
C57 1.22919 1.35775 -1.64470
C58 0.51658 0.02595 -1.74632
C59 0.78980 -0.79649 -0.37517
C60 0.34491 -0.04265 0.92703
N7 0.98043 1.36230 0.82569
O7 0.86364 2.04503 1.99566
C61 -1.16051 -0.10869 0.96768
C62 0.97537 -0.69633 2.19776
C63 -0.44711 2.82323 -0.55408
H115 3.04795 2.77224 -0.55995
H116 2.27771 3.60993 0.70778
H117 1.79231 3.91506 -0.99275
H118 1.02242 1.96310 -2.52725
H119 2.30691 1.20043 -1.68769
H120 0.73660 -0.44612 -2.70384
H121 -0.54533 0.16906 -1.94616
H122 1.84725 -0.97629 -0.18136
H123 0.21778 -1.70183 -0.57830
H124 -1.34647 0.59290 1.78088
H125 -1.75711 0.44865 0.24551
H126 -1.51511 -1.12357 1.14760
H127 1.93406 -0.23124 2.42734
H128 0.35709 -0.49933 3.07355
H129 1.14663 -1.77216 2.16083
H130 -0.87689 3.24575 0.35414
H131 -1.11805 2.00003 -0.79956
H132 -0.52473 3.59047 -1.32443
H133 -0.00920 2.36694 1.75873
C64 -10.16860 -1.70546 7.59281
C65 -10.57226 -2.64270 6.48710
C66 -11.46475 -1.79372 5.43990
C67 -11.79403 -2.59350 4.15887
C68 -10.56503 -3.18953 3.54574
C69 -9.51985 -3.74516 4.45007
N8 -9.41829 -3.12745 5.84981
O8 -8.49279 -3.73314 6.63794
C70 -9.72010 -5.27834 4.63182
C71 -8.08773 -3.64293 3.80780
C72 -11.56369 -3.78463 6.98733
H134 -9.61269 -2.30111 8.31688
H135 -10.98478 -1.19500 8.10405
H136 -9.42994 -0.94800 7.33062
H137 -12.33264 -1.38968 5.96108
H138 -10.86083 -0.91308 5.22114
H139 -12.18261 -2.00795 3.32566
H140 -12.60878 -3.30184 4.30901
H141 -10.11134 -2.61743 2.73645
H142 -11.04998 -3.99922 3.00046
H143 -10.48571 -5.65155 3.95163
H144 -8.83149 -5.90163 4.53190
H145 -10.29893 -5.58901 5.50162
H146 -7.98440 -3.82462 2.73803
H147 -7.60745 -2.68641 4.01396
H148 -7.50530 -4.31136 4.44190
H149 -11.78358 -4.31472 6.06064
H150 -12.50019 -3.41418 7.40427
H151 -11.12153 -4.49585 7.68501
H152 -7.68213 -3.21946 6.61395
C73 -1.24585 -0.42919 -11.69247
C74 0.08672 -0.12764 -10.96006
C75 1.26346 0.23686 -11.93932
C76 1.40213 1.66621 -12.43744
C77 1.28412 2.52049 -11.19491
C78 0.09753 2.28194 -10.24395
N9 0.01080 0.88434 -9.81440
O9 -0.74822 0.48639 -8.59792
C79 0.47773 3.11649 -8.92143
C80 -1.29930 2.67155 -10.99031
C81 0.53845 -1.44068 -10.23525
H153 -2.14796 -0.37178 -11.08336
H154 -1.11798 -1.43220 -12.09954
H155 -1.43389 0.36975 -12.40971
H156 2.28248 -0.00886 -11.64046
H157 1.30644 -0.38856 -12.83100
H158 0.68712 1.98624 -13.19536
H159 2.41195 1.89550 -12.77772
H160 1.47384 3.59328 -11.22997
H161 2.14773 2.22260 -10.60031
H162 1.44040 2.74019 -8.57536
H163 0.62496 4.18840 -9.05346
H164 -0.35060 2.99574 -8.22330
H165 -1.35975 2.42874 -12.05120
H166 -2.21262 2.41321 -10.45439
H167 -1.32121 3.74025 -11.20362
H168 0.61906 -2.14897 -11.05983
H169 -0.15610 -1.84581 -9.49934
H170 1.55706 -1.44016 -9.84728
H171 -0.05057 0.13422 -8.04037

=====

Formula: C39H47AsGaN4OP2SSe
Source: the Open Molecules 2025 dataset
Level of theory: ωB97M-V with the def2-TZVPD basis set

Computed properties:
LUMO   -8.40 eV
Total charge   +3
Molecular weight   905.452 Da
HOMO level   -15.26 eV

Element x y z (Å)
Ga1 -0.04770 0.06646 -0.75927
N1 2.04277 0.39991 1.74620
P1 0.37383 0.77966 2.14189
C1 0.17778 0.20680 3.83660
C2 -1.12285 -0.08886 4.32669
C3 -1.29648 -0.41060 5.66344
C4 -0.18894 -0.41605 6.55063
C5 1.08432 -0.10767 6.05979
C6 1.27567 0.18420 4.70885
C7 0.46253 2.57290 2.31272
C8 -0.65735 3.34464 1.89054
C9 -0.68088 4.71375 2.10924
C10 0.44957 5.36251 2.64388
C11 1.57094 4.59987 2.97439
C12 1.58240 3.20108 2.86657
P2 2.43525 0.47488 0.07416
C13 3.01170 2.16294 -0.09119
C14 4.14168 2.61506 0.60100
C15 4.47376 3.97512 0.57433
C16 3.69393 4.89755 -0.14022
C17 2.60022 4.43413 -0.87430
C18 2.26175 3.07506 -0.84852
C19 3.94112 -0.49477 -0.05636
C20 4.09001 -1.68492 0.69282
C21 5.31974 -2.34802 0.72511
C22 6.38296 -1.89469 -0.05910
C23 6.21357 -0.73512 -0.84737
C24 5.02136 -0.03687 -0.86389
H1 2.43810 -0.43069 2.16944
H2 -1.97972 -0.08542 3.65571
H3 -2.29364 -0.63049 6.00164
H4 -0.33739 -0.72816 7.56634
H5 1.95885 -0.10245 6.70618
H6 2.29280 0.32542 4.34614
H7 -1.47349 2.82293 1.35447
H8 -1.56227 5.27104 1.82657
H9 0.46738 6.43714 2.73782
H10 2.46130 5.10060 3.30173
H11 2.43356 2.59527 3.14610
H12 4.74594 1.90239 1.17618
H13 5.33164 4.32384 1.12317
H14 3.94586 5.93241 -0.16985
H15 2.01390 5.11918 -1.46691
H16 1.42798 2.75382 -1.46015
H17 3.23231 -2.09260 1.24317
H18 5.40321 -3.23310 1.35810
H19 7.34096 -2.40176 -0.04657
H20 7.04040 -0.37817 -1.44611
H21 4.88373 0.86986 -1.49093
C25 -4.39796 -2.67064 0.26331
N2 -3.40698 -3.63988 -0.20425
C26 -2.00061 -3.46095 -0.16188
Se1 -1.09346 -2.03118 0.67529
N3 -1.46052 -4.61397 -0.62553
C27 -2.44351 -5.61442 -0.80008
C28 -2.30877 -6.95238 -1.11990
C29 -3.49311 -7.72641 -1.14089
C30 -4.73055 -7.11153 -0.88486
C31 -4.82012 -5.75607 -0.55048
C32 -3.65352 -5.01182 -0.49679
H22 -3.87333 -1.71120 0.37784
H23 -4.79732 -2.93226 1.25630
H24 -5.18978 -2.51768 -0.47632
H25 -0.43841 -4.79072 -0.64981
H26 -1.34406 -7.39887 -1.37778
H27 -3.47895 -8.79934 -1.33362
H28 -5.63974 -7.70216 -0.91425
H29 -5.80243 -5.30116 -0.41661
C33 1.21881 0.29784 -6.05045
N4 0.43524 0.11908 -4.83165
C34 -1.00081 0.40915 -4.87749
C35 0.99545 -0.30383 -3.69177
C36 2.48137 -0.46430 -3.63628
O1 0.27172 -0.57881 -2.66871
H30 0.54428 0.75759 -6.78621
H31 1.55437 -0.67784 -6.45261
H32 2.09141 0.92543 -5.85792
H33 -1.29921 0.44438 -5.93258
H34 -1.25157 1.33294 -4.34913
H35 -1.54721 -0.40537 -4.38097
H36 2.87401 -1.01370 -4.51007
H37 2.78579 -1.02022 -2.74131
H38 2.98305 0.53163 -3.61067
C37 -3.96058 1.12892 1.03090
As1 -3.67540 1.61428 -0.82722
C38 -4.45401 0.37522 -2.12063
C39 -4.33062 3.41819 -1.12611
S1 -1.47222 1.76735 -1.12946
H39 -4.98760 0.76056 1.17053
H40 -3.84502 2.02679 1.66620
H41 -3.26769 0.34652 1.34046
H42 -5.51977 0.25101 -1.89280
H43 -3.90955 -0.58090 -2.08812
H44 -4.35701 0.83441 -3.10966
H45 -5.43719 3.37627 -1.10136
H46 -3.96838 3.77471 -2.11319
H47 -3.96264 4.07536 -0.33228

=====

- The highest molecular weight belongs to which entry?
  C81H171N9O9

=====

- Among the records above, which one has the highest total charge?
  C39H47AsGaN4OP2SSe